The following is a quantum chemistry calculation of an isolated molecule of C3H5NO3, from the Open Molecules 2025 dataset.

The geometry in XYZ format:
```
12
Properties=species:S:1:pos:R:3:forces:R:3
O 1.285 1.287 0.149 0.3 -1.1 0.6
C 0.974 0.349 0.865 0.7 4.6 2.3
C 0.396 -0.864 0.397 4.2 -3.3 2.0
O 0.363 -0.938 -0.944 -2.0 1.3 -3.6
C -0.287 0.163 -1.511 2.0 -1.4 -1.5
N -1.160 0.853 -0.936 -1.7 -1.1 0.7
O -1.640 0.086 0.312 -1.4 4.3 -1.4
H 1.144 0.526 2.022 -0.4 -0.9 -1.7
H 1.368 -1.472 0.610 -1.4 -0.1 0.2
H -0.443 -1.237 0.934 0.1 -0.5 0.5
H 0.135 0.367 -2.580 -1.1 0.0 2.3
H -2.135 0.881 0.683 0.6 -1.7 -0.4
```
Positions in Å, forces in eV/Å.

Output
total charge: 0
energy above the lowest of the compared OMol25 structures with the same formula, charge and spin: 5.4747 eV
F_max: 5.74 eV Å⁻¹
highest occupied orbital energy: -9.53 eV
Kohn-Sham gap: 10.170 eV

The following is a quantum chemistry calculation of an isolated molecule of C3H5NO3, from the Open Molecules 2025 dataset.

The geometry in XYZ format:
```
12
Properties=species:S:1:pos:R:3:forces:R:3
C -0.992 -1.032 -1.171 -6.8 4.6 0.5
C -0.109 -0.088 -0.505 6.6 -0.4 5.1
N 1.108 -0.714 -0.070 -6.9 0.5 -5.2
O 1.890 -0.141 0.809 0.1 1.5 1.1
C -0.308 0.978 0.646 -2.8 -0.8 3.2
O -0.910 0.722 1.796 3.0 1.3 -6.1
O 0.361 2.148 0.460 -1.7 -0.8 4.0
H -1.601 -0.850 -2.205 1.5 0.7 2.5
H -0.472 -1.823 -1.406 2.6 -4.7 -0.4
H -1.821 -1.069 -0.303 1.4 -1.0 -2.1
H 2.626 -0.610 0.468 2.3 -0.3 0.8
H 0.227 2.479 1.483 0.7 -0.5 -3.4
```
Positions in Å, forces in eV/Å.

Output
total charge: 0
energy above the lowest of the compared OMol25 structures with the same formula, charge and spin: 6.0250 eV
F_max: 8.69 eV Å⁻¹
highest occupied orbital energy: -9.42 eV
Kohn-Sham gap: 9.794 eV

The following is a quantum chemistry calculation of an isolated molecule of C3H5NO3, from the Open Molecules 2025 dataset.

The geometry in XYZ format:
```
12
Properties=species:S:1:pos:R:3:forces:R:3
O 2.093 -2.247 1.072 -0.4 -0.3 0.4
C 1.650 -1.369 0.378 0.6 0.4 -0.4
N 0.584 -0.566 0.674 0.6 -1.2 0.1
C 0.197 0.483 -0.214 -0.8 0.4 -0.6
C -1.302 0.766 -0.176 1.0 -0.5 0.6
O -1.921 0.527 0.821 -0.7 -0.2 0.3
O -1.835 1.361 -1.246 -0.6 -0.1 0.3
H 2.159 -1.132 -0.577 -0.2 0.2 0.0
H 0.008 -0.977 1.397 -0.4 0.8 0.1
H 0.516 0.237 -1.226 0.0 0.2 -0.1
H 0.630 1.443 0.077 0.3 0.1 -0.1
H -2.779 1.473 -0.979 0.6 0.1 -0.5
```
Positions in Å, forces in eV/Å.

Output
total charge: 0
energy above the lowest of the compared OMol25 structures with the same formula, charge and spin: 0.7134 eV
F_max: 1.39 eV Å⁻¹
highest occupied orbital energy: -10.12 eV
Kohn-Sham gap: 10.581 eV

What did the first record say?
The following is a quantum chemistry calculation of an isolated molecule of C3H5NO3, from the Open Molecules 2025 dataset.

The geometry in XYZ format:
```
12
Properties=species:S:1:pos:R:3:forces:R:3
O 1.285 1.287 0.149 0.3 -1.1 0.6
C 0.974 0.349 0.865 0.7 4.6 2.3
C 0.396 -0.864 0.397 4.2 -3.3 2.0
O 0.363 -0.938 -0.944 -2.0 1.3 -3.6
C -0.287 0.163 -1.511 2.0 -1.4 -1.5
N -1.160 0.853 -0.936 -1.7 -1.1 0.7
O -1.640 0.086 0.312 -1.4 4.3 -1.4
H 1.144 0.526 2.022 -0.4 -0.9 -1.7
H 1.368 -1.472 0.610 -1.4 -0.1 0.2
H -0.443 -1.237 0.934 0.1 -0.5 0.5
H 0.135 0.367 -2.580 -1.1 0.0 2.3
H -2.135 0.881 0.683 0.6 -1.7 -0.4
```
Positions in Å, forces in eV/Å.

Output
total charge: 0
energy above the lowest of the compared OMol25 structures with the same formula, charge and spin: 5.4747 eV
F_max: 5.74 eV Å⁻¹
highest occupied orbital energy: -9.53 eV
Kohn-Sham gap: 10.170 eV